Density functional theory data (the ωB97M-V functional and the def2-TZVPD basis) for C24H36BrGeN3O10SeV as an isolated structure.

**<S²>**: 3.762
**Net charge**: 0
**ΔE to the lowest compared entry with this formula, charge and spin**: 44.95 kcal/mol
**HOMO-LUMO gap (spin up / spin down)**: 8.81 / 7.52 eV
**Multiplicity**: 4

Each line ends with the Mulliken charge.
Atoms and positions in Å:
V -0.238 -0.935 -1.229  0.92
C 3.785 -0.994 0.310  -1.59
C 3.231 0.396 0.038  1.27
C 3.477 0.806 -1.399  -1.33
C 3.836 1.415 0.990  -1.70
O 1.782 0.381 0.202  0.50
Ge 0.890 0.368 1.709  -0.51
O -0.120 -1.076 1.480  0.25
C -0.051 -2.264 2.330  1.64
C 0.374 -1.888 3.747  -1.86
C -1.456 -2.838 2.366  -1.61
C 0.930 -3.262 1.730  -1.18
O -0.124 1.720 1.260  0.77
C -1.109 2.388 2.084  1.56
C -1.943 1.360 2.835  -1.29
C -0.392 3.319 3.048  -1.77
C -1.978 3.175 1.121  -1.45
H 4.857 -1.022 0.109  0.49
H 3.287 -1.728 -0.320  0.11
H 3.624 -1.271 1.358  0.28
H 4.543 0.731 -1.627  0.58
H 3.160 1.842 -1.559  0.19
H 2.928 0.157 -2.087  0.17
H 4.915 1.481 0.842  0.46
H 3.658 1.134 2.034  0.38
H 3.401 2.404 0.819  0.24
H -0.354 -1.214 4.207  0.43
H 1.353 -1.399 3.747  0.40
H 0.457 -2.785 4.363  0.50
H -2.175 -2.049 2.599  0.29
H -1.523 -3.615 3.130  0.50
H -1.720 -3.278 1.403  0.22
H 1.963 -2.996 1.975  0.29
H 0.841 -3.283 0.644  -0.13
H 0.733 -4.266 2.113  0.41
H -1.301 0.712 3.443  0.19
H -2.509 0.740 2.134  0.04
H -2.644 1.861 3.504  0.58
H 0.237 2.747 3.738  0.31
H -1.109 3.895 3.635  0.40
H 0.246 4.015 2.498  0.33
H -2.444 2.495 0.404  0.17
H -1.376 3.912 0.583  0.27
H -2.766 3.697 1.670  0.49
Br -0.594 -4.916 -1.572  -0.02
C -2.133 -3.878 -1.321  0.16
C -3.360 -4.512 -1.456  -0.76
C -4.509 -3.795 -1.196  -0.57
C -4.400 -2.468 -0.818  -0.92
C -3.143 -1.921 -0.756  0.34
N -2.004 -2.602 -0.995  0.26
C -2.945 -0.470 -0.385  0.28
O -3.819 0.215 0.072  -0.72
O -1.716 -0.098 -0.648  0.25
H -3.392 -5.554 -1.740  0.47
H -5.478 -4.270 -1.286  0.44
H -5.254 -1.847 -0.585  0.56
N 1.478 4.184 -0.685  -0.08
C 1.106 4.303 -1.991  0.06
O 1.228 5.343 -2.609  -0.71
C 0.527 3.083 -2.646  -0.12
C 0.133 3.144 -3.972  -0.58
C -0.433 2.025 -4.555  -1.13
C -0.585 0.872 -3.807  -0.63
N -0.199 0.807 -2.525  0.95
C 0.341 1.901 -1.970  -0.19
H 1.867 4.998 -0.244  0.23
H 1.342 3.348 -0.141  -0.06
H 0.271 4.071 -4.514  0.56
H -0.759 2.035 -5.586  0.42
H -1.005 -0.030 -4.223  0.62
H 0.611 1.798 -0.928  0.45
O 1.129 -2.005 -1.361  -0.16
Se 1.172 -2.196 -3.124  1.22
O 1.895 -3.592 -3.469  -0.72
O -0.479 -2.107 -3.300  -0.50
O 1.926 -0.857 -3.644  -0.65